DFT (ωB97M-V/def2-TZVPD) results for C39H35GaN4O5PS as an isolated structure.

XYZ file:
```
86
Properties=species:S:1:pos:R:3:forces:R:3:lowdin_charge:R:1
Ga 0.33968 -0.18416 0.29979 -0.014 0.018 0.362 0.4773
O -3.05100 -2.00238 0.45881 0.061 0.060 0.024 0.1259
C -2.54388 -0.90779 0.41128 -0.067 -0.054 0.012 -0.4178
N -1.47607 -0.49157 1.21861 0.083 -0.210 0.050 0.0813
C -1.44313 -0.99341 2.48476 0.106 0.146 0.129 -0.4477
O -2.30574 -1.56255 3.11958 -0.075 0.035 -0.042 0.1027
C -0.12632 -0.69603 3.16511 -0.016 0.045 -0.065 -0.1608
C 0.00229 -0.81258 4.53728 -0.007 -0.001 -0.028 0.0299
C 1.21564 -0.48471 5.11417 0.024 0.011 0.003 -0.0197
C 2.25573 -0.06135 4.29789 -0.020 0.020 -0.052 -0.0240
C 2.05437 0.00547 2.93261 0.053 -0.019 0.074 -0.0908
N 0.87945 -0.31285 2.37468 -0.002 -0.113 0.029 0.0686
C -3.03829 0.11251 -0.57742 -0.027 0.019 -0.088 -0.2029
C -4.18355 -0.18836 -1.30342 0.052 0.022 0.020 0.0144
C -4.65338 0.74460 -2.21004 -0.019 -0.004 0.005 -0.0386
C -3.96131 1.93623 -2.35293 -0.010 -0.007 -0.005 -0.0335
C -2.82390 2.14255 -1.58862 0.001 -0.030 0.032 -0.1091
N -2.35566 1.25118 -0.71346 -0.066 -0.035 -0.039 0.1204
H -0.85351 -1.14767 5.10504 -0.008 0.004 0.001 0.1293
H 1.35214 -0.55038 6.18551 -0.006 -0.003 0.003 0.1194
H 3.21586 0.21878 4.70715 0.004 -0.008 0.003 0.1165
H 2.83938 0.31008 2.25711 -0.007 -0.007 -0.002 0.1118
H -4.67176 -1.13768 -1.13959 -0.002 -0.007 0.003 0.1238
H -5.54595 0.54866 -2.78939 0.001 0.002 -0.007 0.1143
H -4.29166 2.70075 -3.04258 -0.002 0.003 -0.001 0.1105
H -2.26810 3.06613 -1.67934 -0.072 -0.035 -0.007 0.0765
O 2.07227 0.31898 -1.96753 0.034 0.085 -0.037 -0.3221
S 3.10339 0.03170 -0.98972 -0.010 0.051 -0.119 0.4846
O 4.21005 -0.76345 -1.43393 0.179 0.037 0.155 -0.2726
O 2.47942 -0.50848 0.26150 -0.192 -0.309 -0.119 -0.4063
C 3.65960 1.62989 -0.45357 -0.234 -0.037 -0.142 -0.2525
C 4.98063 1.99827 -0.60269 0.142 0.045 -0.024 -0.0337
C 5.37038 3.30210 -0.31472 -0.032 -0.074 -0.011 -0.0435
C 4.42527 4.23132 0.08435 -0.077 -0.041 -0.006 -0.0480
C 3.09474 3.85344 0.22876 0.091 0.049 0.009 -0.0838
C 2.69421 2.54219 -0.01047 0.048 0.064 0.127 -0.2870
P 0.91157 2.16908 0.19571 -0.025 0.035 -0.093 1.1382
C 0.41487 2.78548 1.82634 -0.049 0.048 -0.045 -0.3622
C 1.28255 3.29980 2.78436 -0.005 -0.060 0.024 -0.0840
C 0.79697 3.66456 4.03291 0.042 -0.002 -0.003 -0.0655
C -0.54834 3.51687 4.32934 -0.037 -0.002 0.028 -0.0638
C -1.41720 2.99825 3.37793 -0.011 -0.004 -0.012 -0.0527
C -0.94082 2.62766 2.13128 -0.013 0.048 0.023 -0.1021
C 0.16355 3.26618 -1.03347 0.083 0.006 -0.026 -0.3511
C -0.42369 4.47284 -0.66790 0.002 -0.019 0.033 -0.0853
C -0.90477 5.33004 -1.64847 0.001 0.021 -0.002 -0.0693
C -0.79273 4.98695 -2.98744 -0.003 0.014 -0.022 -0.0697
C -0.20084 3.78388 -3.35132 0.000 -0.012 0.000 -0.0601
C 0.27819 2.91986 -2.37978 0.031 0.054 -0.018 -0.0812
H 5.69124 1.26844 -0.96746 -0.013 -0.012 0.006 0.1192
H 6.40603 3.59152 -0.42924 0.005 0.004 -0.006 0.1153
H 4.71280 5.25610 0.27615 0.004 0.005 0.004 0.1144
H 2.36623 4.59949 0.52292 -0.019 -0.015 -0.006 0.1142
H 2.33762 3.40514 2.57503 0.019 -0.005 -0.003 0.1002
H 1.47645 4.06419 4.77426 0.001 0.004 0.000 0.1104
H -0.92125 3.80294 5.30399 -0.005 0.005 0.002 0.1106
H -2.46752 2.87545 3.60682 -0.005 -0.002 0.007 0.1154
H -1.61500 2.20542 1.39423 0.016 0.020 -0.007 0.0850
H -0.51840 4.74308 0.37594 0.004 0.006 0.007 0.1093
H -1.36414 6.26691 -1.36288 -0.004 0.004 0.003 0.1124
H -1.16357 5.65916 -3.74990 -0.004 0.003 -0.001 0.1110
H -0.11001 3.51754 -4.39602 0.002 -0.001 -0.003 0.1139
H 0.75670 1.99136 -2.66300 0.007 -0.013 0.005 0.0905
C 2.95074 -3.69584 -0.33061 -0.005 -0.008 -0.010 0.0266
N 1.71900 -4.41246 0.11970 0.001 0.042 -0.110 -0.1796
C 1.99232 -5.33677 1.24721 0.023 0.031 0.026 0.0145
C 0.60044 -3.44002 0.43319 0.101 0.000 0.101 -0.0720
C -0.00087 -2.91816 -0.83899 -0.078 0.100 0.001 -0.2377
C -0.50752 -3.84103 -1.75425 -0.014 -0.029 -0.012 -0.0422
C -1.04931 -3.41888 -2.95371 -0.007 -0.012 -0.010 -0.0572
C -1.09179 -2.06072 -3.23479 0.009 0.004 -0.012 -0.0485
C -0.61374 -1.14673 -2.31066 0.018 0.011 -0.012 -0.0893
C -0.06437 -1.54786 -1.08953 0.110 0.045 -0.164 -0.1426
H 3.69767 -4.43350 -0.61256 0.010 0.015 0.002 0.1128
H 3.30542 -3.07358 0.48602 0.015 0.019 0.001 0.1061
H 2.70025 -3.06545 -1.17805 -0.006 0.042 -0.021 0.1021
H 1.39563 -4.95605 -0.68266 -0.038 -0.048 0.050 0.1575
H 2.29125 -4.74425 2.10923 0.002 -0.007 0.000 0.1136
H 2.79545 -6.01304 0.96641 -0.002 -0.008 0.015 0.1074
H 1.08741 -5.89365 1.47608 0.012 -0.010 0.011 0.1094
H 1.06913 -2.64952 1.02071 -0.060 -0.010 0.045 0.1084
H -0.11845 -3.97016 1.06044 -0.039 -0.028 -0.076 0.1483
H -0.52415 -4.90440 -1.52317 0.011 -0.003 0.019 0.1175
H -1.44387 -4.14092 -3.65550 -0.008 0.004 -0.006 0.1107
H -1.50745 -1.71416 -4.17220 0.003 -0.001 0.000 0.1128
H -0.66407 -0.09186 -2.55463 0.002 -0.001 0.018 0.0960
```
Forces are in eV/Å.

## Properties
spin multiplicity = 1
energy above the lowest of the compared OMol25 structures with the same formula, charge and spin = 0.000 eV
HOMO-LUMO gap = 8.952 eV
HOMO level = -11.44 eV
net charge = +1
LUMO = -2.49 eV


DFT (ωB97M-V/def2-TZVPD) results for an isolated ion of composition C3H8NO and charge +1 at a distorted geometry.

XYZ file:
```
13
Properties=species:S:1:pos:R:3:forces:R:3:nbo_charge:R:1
C 0.18723 0.44962 1.11211 -1.451 -0.228 3.327 -0.4732
C 0.39238 1.16425 -0.11193 2.456 2.281 -3.016 -0.4430
C -0.35325 -0.08173 -0.12391 -1.679 -1.748 -0.275 0.3857
N 0.45123 -1.29422 -0.66401 -1.675 1.246 0.959 -0.7115
O -1.69779 -0.41307 -0.42500 2.383 -0.806 0.065 -0.6823
H 0.77959 -0.06630 1.82581 1.219 -0.521 -0.045 0.2468
H -0.50515 1.05910 1.69323 -0.287 -0.574 0.057 0.2600
H -0.05716 2.15394 -0.05055 -0.189 -0.346 -0.724 0.2730
H 1.33779 1.17366 -0.70942 -0.683 0.040 0.709 0.2334
H 1.27899 -1.40947 -0.04962 -0.280 -0.071 -0.901 0.4539
H 0.65015 -1.02385 -1.65948 -0.057 -1.309 0.962 0.4694
H -0.24588 -2.07537 -0.45942 1.289 0.726 -1.100 0.4817
H -2.21811 0.36344 -0.37779 -1.046 1.310 -0.017 0.5061
```
Forces are in eV/Å.

## Properties
spin multiplicity = 1
energy above the lowest of the compared OMol25 structures with the same formula, charge and spin = 1.537 eV
HOMO-LUMO gap = 11.474 eV
HOMO level = -15.22 eV
net charge = +1
LUMO = -3.75 eV
SMILES = [NH3+]C1(O)CC1


DFT (ωB97M-V/def2-TZVPD) results for a 4-piece molecular cluster, C24H17F4NO18 overall at a distorted geometry.

XYZ file:
```
64
Properties=species:S:1:pos:R:3:forces:R:3:nbo_charge:R:1
O -4.56177 -1.13435 0.68503 -0.186 -0.191 -0.120 -0.4762
C -3.65814 -0.62445 1.22591 0.412 0.266 0.066 0.9755
F -2.56347 -1.31644 1.61506 -0.283 0.062 -0.064 -0.3287
N -3.56884 0.74852 1.60872 0.752 -0.601 0.748 -0.7085
C -2.42300 1.46570 1.24223 -0.058 0.022 -0.444 0.9082
O -2.03949 2.43740 1.79319 0.138 0.133 0.152 -0.5106
O -1.81094 0.89262 0.13894 -0.504 -0.033 -0.137 -0.5741
C -1.81452 1.62932 -1.04126 0.331 -0.477 0.545 1.0107
O -2.23065 2.73168 -1.12411 -0.148 0.376 -0.144 -0.5618
O -1.25129 0.92268 -2.00102 -0.261 0.323 -0.505 -0.4853
C -1.56006 -0.47031 -2.13913 0.201 -0.437 -0.075 -0.1094
C -3.04981 -0.73822 -2.32555 0.201 -0.250 -0.213 -0.0230
O -3.53933 -0.21376 -3.53550 -0.137 -0.081 0.100 -0.6820
C -3.24725 -2.25530 -2.27856 -0.017 0.132 0.142 0.9543
F -4.50148 -2.59905 -2.52221 -0.467 -0.042 -0.118 -0.3042
F -2.48048 -2.87725 -3.19525 0.172 -0.006 -0.252 -0.3351
F -2.91462 -2.75549 -1.08471 0.206 -0.065 0.278 -0.3226
H -3.60754 0.78412 2.62978 -0.527 0.350 -0.166 0.4222
H -1.12572 -1.04968 -1.32701 -0.197 0.226 -0.005 0.2463
H -1.05435 -0.77390 -3.06013 0.010 0.169 0.150 0.2130
H -3.66464 -0.34581 -1.50733 0.106 0.132 -0.240 0.2094
H -3.25066 -0.77303 -4.27119 0.040 0.161 0.129 0.4785
C -1.14973 7.41622 1.25211 0.065 -0.009 -0.003 -0.3957
C -1.91988 8.28240 1.92343 0.024 0.005 -0.001 0.3273
C -3.41880 8.11176 2.03647 -0.056 -0.043 -0.023 0.4733
O -4.01012 8.95794 2.68750 0.018 0.012 -0.008 -0.5560
C -4.04062 6.98805 1.38198 -0.099 -0.008 0.011 -0.4104
C -3.27532 6.11358 0.70514 -0.047 0.013 0.051 0.3489
C -1.76889 6.27404 0.60728 0.048 0.064 0.018 0.4722
O -1.16329 5.42834 -0.01927 -0.034 -0.006 -0.034 -0.5227
O -3.76268 5.05789 0.08188 0.103 -0.009 -0.045 -0.6319
O -1.46308 9.35837 2.54854 0.055 0.010 0.004 -0.6314
H -0.07852 7.53118 1.16705 -0.001 0.007 0.014 0.2423
H -5.11344 6.88161 1.45874 0.003 -0.029 -0.013 0.2422
H -3.01435 4.57112 -0.32534 0.043 -0.053 0.050 0.5297
H -2.24807 9.78822 2.94606 -0.027 -0.046 -0.022 0.5081
C 2.58404 -1.00392 0.30980 0.054 0.133 0.054 -0.4011
C 3.64733 -1.24431 1.09468 -0.096 -0.013 -0.010 0.3387
C 3.65472 -2.34933 2.13435 -0.079 -0.030 -0.006 0.4725
O 4.68432 -2.48470 2.76918 0.034 0.007 0.001 -0.5379
C 2.46715 -3.15848 2.30127 0.044 -0.072 0.065 -0.4243
C 1.40402 -2.91263 1.52093 0.045 -0.083 -0.064 0.3938
C 1.41264 -1.82520 0.46739 -0.032 0.074 -0.064 0.4854
O 0.39590 -1.72375 -0.20134 0.108 -0.061 0.229 -0.5856
O 0.27285 -3.59541 1.56924 -0.001 0.001 0.087 -0.6366
O 4.77683 -0.56307 1.03912 0.058 0.054 -0.050 -0.6212
H 2.57212 -0.22518 -0.43950 0.023 -0.018 -0.010 0.2526
H 2.47670 -3.93879 3.04900 -0.017 -0.012 -0.013 0.2479
H -0.31258 -3.20648 0.88778 0.004 0.038 0.017 0.5089
H 5.36983 -0.95525 1.71265 -0.048 -0.038 0.000 0.5112
C 4.77852 -3.37823 -1.72411 -0.044 0.133 -0.019 -0.4110
C 5.69932 -4.25831 -1.29943 0.043 0.007 0.017 0.3452
C 5.32501 -5.60617 -0.71373 -0.099 -0.067 0.038 0.4733
O 6.24923 -6.32282 -0.37680 0.025 0.033 -0.007 -0.5350
C 3.92515 -5.94701 -0.58815 0.009 -0.094 0.032 -0.4213
C 3.00703 -5.06778 -1.01468 -0.023 0.042 0.054 0.3957
C 3.38276 -3.72944 -1.61821 0.131 0.014 -0.038 0.4613
O 2.45535 -3.01770 -1.96691 0.014 -0.093 -0.072 -0.5582
O 1.69953 -5.25818 -0.93950 -0.007 -0.039 -0.010 -0.6423
O 7.00199 -4.04677 -1.34588 -0.010 0.046 -0.026 -0.6194
H 5.03745 -2.41536 -2.14152 0.029 -0.006 -0.003 0.2499
H 3.66498 -6.90148 -0.15318 -0.022 0.006 -0.006 0.2472
H 1.28914 -4.45952 -1.33285 0.030 -0.019 -0.032 0.5061
H 7.42349 -4.85041 -0.97708 -0.052 -0.021 0.009 0.5115
```
Forces are in eV/Å.

## Properties
spin multiplicity = 1
HOMO-LUMO gap = 7.475 eV
HOMO level = -9.35 eV
net charge = 0
LUMO = -1.87 eV
SMILES = O=C(F)NC(=O)OC(=O)OC[C@@H](O)C(F)(F)F.O=C1C=C(O)C(=O)C=C1O.O=C1C=C(O)C(=O)C=C1O.O=C1C=C(O)C(=O)C=C1O